Here is C24H42AlNP3Se as an isolated structure from the OMol25 dataset. Energies are from the ωB97M-V functional and the def2-TZVPD basis.

The HOMO energy is -15.99 eV. Its HOMO-LUMO gap is 0.1890 Ha. The energy relative to the best compared isomer or geometry (same formula, charge and spin) is 8.6 kcal/mol.

Geometry as ORCA input:
```
! RIJCOSX wB97M-V def2-TZVPD def2/J DEFGRID3
* xyz 3 1
C 2.72 -2.45 -1.01
H 5.12 1.24 0.19
H -1.05 -3.26 1.13
C 0.42 -2.74 -2.59
H -7.00 -0.05 1.19
H -1.85 3.55 -2.16
H -2.88 1.00 0.32
H 1.10 -3.21 -3.31
Al -0.10 0.08 0.11
C -0.24 -1.08 3.42
C 3.39 3.63 1.99
H -4.83 -3.79 -1.25
C 2.49 1.69 0.86
P -0.40 1.65 -1.78
H 3.22 -2.92 -1.88
C 3.62 2.48 1.20
H -2.19 2.81 -0.56
H 2.65 -0.72 2.61
H -0.43 -2.27 -3.12
H 0.35 -0.27 3.87
C 2.27 -1.72 2.34
H -0.22 -1.96 4.08
C -6.67 -3.02 -0.46
C -6.52 -0.87 0.66
H -0.59 0.43 -3.87
H 2.78 -1.42 -3.56
H 0.65 -3.79 0.92
H -2.70 -0.08 1.75
H 1.86 1.88 -2.75
H 2.33 -2.38 3.22
C -5.14 -0.83 0.38
C -1.12 1.41 1.53
H -0.74 3.82 -0.77
H -1.72 1.83 -3.82
H -7.27 -3.88 -0.80
H -1.27 -0.73 3.29
H -1.07 2.46 1.22
C -0.05 -3.27 1.59
C 1.04 2.56 -2.48
N 1.55 1.07 0.55
C -1.29 1.01 -3.24
P 0.51 -1.55 1.81
C 6.00 2.94 1.22
H 1.40 3.26 -1.71
H 0.74 3.12 -3.38
H 7.02 2.67 0.93
C -7.28 -1.96 0.25
H 0.02 -3.48 -1.89
H -0.75 1.28 2.55
H -8.35 -2.01 0.46
H -4.58 0.03 0.71
H 6.62 4.73 2.29
H -1.85 -0.76 -0.15
C 5.78 4.09 1.99
P 1.32 -1.44 -1.65
C -2.19 0.61 1.08
C 2.22 -0.64 -3.02
H -2.09 0.34 -2.90
H 1.52 -0.14 -3.70
H 2.37 3.88 2.29
Se -2.64 -2.05 -0.78
H 2.34 -3.23 -0.33
C -4.50 -1.88 -0.30
H -0.09 -3.78 2.56
H 4.28 5.30 2.99
C -5.31 -2.97 -0.72
H 3.43 -1.80 -0.49
H 2.88 -2.13 1.54
C 4.48 4.42 2.38
C 4.94 2.13 0.81
H 2.93 0.10 -2.61
C -1.40 3.09 -1.26
*
```

***

Here is a 2-piece molecular cluster, C3H6N4O overall from the OMol25 dataset. Energies are from the ωB97M-V functional and the def2-TZVPD basis.

The HOMO energy is -9.35 eV. Its HOMO-LUMO gap is 0.3375 Ha. The energy relative to the best compared isomer or geometry (same formula, charge and spin) is 154.8 kcal/mol.

Geometry as ORCA input:
```
! RIJCOSX wB97M-V def2-TZVPD def2/J DEFGRID3
* xyz 0 1
C -0.21 0.27 0.04
H -2.03 0.47 2.77
H -2.45 0.47 1.04
C -1.73 0.81 1.81
N 0.81 -0.64 -0.34
O -0.52 0.17 1.40
C 0.88 -0.42 -1.63
H -1.55 1.90 1.97
N -0.77 0.86 -0.87
N 0.08 0.56 -2.06
H 2.41 -0.62 0.95
H 1.47 -1.05 -2.46
H 0.55 -1.49 1.75
N 1.62 -1.50 0.63
*
```

***

Here is an isolated molecule of C9H14N2O7 from the OMol25 dataset. Energies are from the ωB97M-V functional and the def2-TZVPD basis.

The HOMO energy is -9.25 eV. As for the SMILES: N[C@@H](CCC(=O)O)C(=O)N[C@@H](CC(=O)O)C(=O)O. Its HOMO-LUMO gap is 0.3524 Ha. The energy relative to the best compared isomer or geometry (same formula, charge and spin) is 113.0 kcal/mol.

Geometry as ORCA input:
```
! RIJCOSX wB97M-V def2-TZVPD def2/J DEFGRID3
* xyz 0 1
N -1.63 -1.39 -2.52
C -0.19 3.34 -2.16
O 0.94 -2.50 2.91
H -0.36 1.12 2.34
H 0.94 0.83 -2.64
H 1.37 4.23 -1.91
O -0.92 -1.76 -0.22
H -1.27 -0.61 1.96
H -0.47 0.77 -3.79
O -0.67 4.45 -2.56
C -0.40 -0.67 -2.16
H -1.79 -1.67 -3.52
H -1.67 -2.43 -1.90
O -0.97 -0.56 4.78
C -0.79 1.89 -1.93
H -1.77 -0.83 4.45
H 1.18 -3.51 3.03
C 0.98 -0.51 1.61
C 1.16 -1.99 1.67
C -0.21 -0.09 2.34
O 1.26 -0.06 4.21
H -1.95 1.93 -2.09
O 1.01 3.32 -1.65
C -0.18 -0.88 -0.61
H 1.77 -0.12 -0.36
H 0.59 -1.25 -2.55
O 1.69 -2.62 0.83
C -0.12 0.77 -2.69
C 0.08 -0.34 3.88
N 0.85 -0.19 0.07
H -0.38 1.61 -0.87
H 1.91 -0.27 2.07
*
```